44
Properties=species:S:1:pos:R:3 method="wB97M-V/def2-TZVPD" total_charge=-2 lumo_ev="4.11 / 4.10" e_homo_ha="-0.0602 / -0.0642" homo_lumo_gap_ev="5.75 / 5.85" e_tot_ev=-425575.633 multiplicity=5
Mn 0.2991 -0.2262 0.2443
Se 1.9203 -2.1070 0.2054
Se 0.4879 -3.9591 0.4190
Te -0.4265 -3.3615 2.6820
Se -1.3105 -1.1093 2.0184
Br 2.0439 1.3630 0.9707
Cl -0.0011 -2.5784 -2.9788
Si 0.0997 -0.6150 -2.2245
Cl -1.4496 0.2326 -3.4185
Cl 1.8218 0.1956 -3.1185
C -1.5628 4.5522 3.8177
C -1.0516 5.0455 2.6298
C -0.9600 4.2230 1.5156
C -1.3727 2.8954 1.5530
C -1.8811 2.4177 2.7594
C -1.9764 3.2300 3.8762
Ge -1.3064 1.7242 -0.0570
C -0.8598 3.0116 -1.5003
C -1.8224 3.4717 -2.3955
C -1.5097 4.3819 -3.3926
C -0.2113 4.8490 -3.5229
C 0.7630 4.3932 -2.6526
C 0.4424 3.4865 -1.6540
C -3.2396 1.3626 -0.3019
C -4.1567 2.3971 -0.1312
C -5.5194 2.1899 -0.2732
C -5.9942 0.9231 -0.5801
C -5.0984 -0.1199 -0.7360
C -3.7366 0.0991 -0.5954
H -1.6337 5.1890 4.6913
H -0.7183 6.0748 2.5641
H -0.5576 4.6364 0.5998
H -2.2059 1.3849 2.8392
H -2.3705 2.8241 4.7995
H -2.8359 3.1005 -2.3301
H -2.2806 4.7123 -4.0785
H 0.0405 5.5515 -4.3079
H 1.7854 4.7337 -2.7569
H 1.2186 3.1223 -0.9943
H -3.8016 3.3881 0.1239
H -6.2088 3.0144 -0.1375
H -7.0582 0.7490 -0.6863
H -5.4598 -1.1151 -0.9608
H -3.0493 -0.7348 -0.6993


43
Properties=species:S:1:pos:R:3 method="wB97M-V/def2-TZVPD" total_charge=+1 lumo_ev="-5.01 / -5.01" e_homo_ha="-0.4258 / -0.4258" homo_lumo_gap_ev="6.58 / 6.58" e_tot_ev=-76567.310 multiplicity=1
W 1.9959 -1.0691 0.3305
C -0.7604 -0.3205 1.8671
C 0.4681 0.2321 1.2042
N 0.6162 0.0860 -0.1577
N 0.1081 0.6041 -1.3133
C 0.7433 0.0995 -2.3095
S 2.0826 -1.0303 -1.9921
S 0.3815 0.4339 -3.9565
C -1.2353 1.2501 -3.7600
C -2.3056 0.3479 -3.2051
C -3.0250 0.7445 -2.0860
C -4.0363 -0.0587 -1.5766
C -4.3290 -1.2716 -2.1820
C -3.6115 -1.6746 -3.3013
C -2.6063 -0.8683 -3.8106
C 1.2090 1.3687 1.8422
C 0.6288 2.4367 2.5131
C 1.4362 3.4342 3.0395
C 2.8160 3.3690 2.9066
C 3.4178 2.3017 2.2491
C 2.5924 1.3296 1.7302
O 3.1238 0.2023 1.0907
H -1.1144 -1.2156 1.3592
H -1.5539 0.4301 1.8135
H -0.5733 -0.5424 2.9168
H -1.4672 1.5833 -4.7730
H -1.0953 2.1334 -3.1403
H -2.7915 1.6890 -1.6079
H -4.5961 0.2653 -0.7089
H -5.1173 -1.8998 -1.7890
H -3.8417 -2.6162 -3.7821
H -2.0509 -1.1882 -4.6848
H -0.4463 2.4905 2.6273
H 0.9864 4.2663 3.5633
H 3.4340 4.1515 3.3252
H 4.4910 2.2237 2.1455
Cl 3.9653 -3.0199 0.9113
C 2.8205 -3.4068 2.2723
Cl 2.6515 -1.9834 3.3019
C 1.4594 -3.6913 1.6285
O 0.8634 -4.6957 1.8194
O 1.0445 -2.6734 0.8545
H 3.2217 -4.2476 2.8245


41
Properties=species:S:1:pos:R:3 method="wB97M-V/def2-TZVPD" smiles="Cc1nn(Cc2ccc(Cl)cc2)c(Cl)c1/C=N/NC(=O)c1cccnc1" total_charge=0 lumo_ev=0.43 e_homo_ha=-0.3111 homo_lumo_gap_ev=8.90 e_tot_ev=-53451.765 multiplicity=1
C 0.0554 -4.4810 -1.0641
C 0.3370 -3.2297 -0.3150
N 1.4660 -3.0540 0.3422
N 1.4098 -1.8465 0.9085
C 0.2557 -1.2211 0.6113
C -0.4938 -2.0846 -0.1862
C -1.7924 -1.8652 -0.7477
N -2.3770 -0.7432 -0.6058
N -3.5943 -0.5493 -1.1322
C -4.2962 0.6147 -0.9843
O -5.4416 0.6954 -1.3780
C -3.5711 1.7315 -0.3256
C -4.2402 2.5215 0.6051
C -3.5641 3.5709 1.2023
C -2.2445 3.7926 0.8369
N -1.6127 3.0713 -0.0738
C -2.2567 2.0717 -0.6435
H -1.7027 1.5247 -1.3937
H -1.6637 4.5887 1.2846
H -4.0470 4.1998 1.9339
H -5.2688 2.2996 0.8493
H -4.0793 -1.3184 -1.6047
H -2.2455 -2.6978 -1.2981
Cl -0.1004 0.3342 1.1875
C 2.5211 -1.3151 1.6551
C 3.2042 -0.2195 0.8741
C 3.2986 1.0706 1.3746
C 3.9025 2.0711 0.6340
C 4.4088 1.7756 -0.6211
C 4.3177 0.4926 -1.1393
C 3.7157 -0.4985 -0.3878
H 3.6355 -1.5007 -0.7827
H 4.7139 0.2763 -2.1189
Cl 5.1621 3.0199 -1.5527
H 3.9743 3.0742 1.0232
H 2.8961 1.3007 2.3495
H 2.1594 -0.9327 2.6130
H 3.2014 -2.1532 1.8253
H -0.1033 -4.2660 -2.1198
H -0.8391 -4.9652 -0.6751
H 0.8994 -5.1559 -0.9602


46
Properties=species:S:1:pos:R:3 method="wB97M-V/def2-TZVPD" total_charge=+2 lumo_ev="-7.55 / -7.11" e_homo_ha="-0.5600 / -0.5606" homo_lumo_gap_ev="7.69 / 8.15" e_tot_ev=-100468.080 multiplicity=3
V -0.3081 0.2667 -0.6699
C -0.3095 3.0907 -1.8672
N 0.6165 2.0172 -1.4102
C 1.5602 1.7216 -2.5257
C 1.3784 2.4779 -0.2023
C 2.0272 1.2615 0.5086
N 1.3193 0.0575 0.0224
C 1.9976 -1.1616 -0.2075
C 1.5647 -1.8951 -1.2976
F 0.5479 -1.2988 -2.0385
C 2.1095 -3.0960 -1.6709
F 1.6326 -3.7375 -2.7273
C 3.1592 -3.6010 -0.9290
C 3.6217 -2.8777 0.1537
F 4.6277 -3.3351 0.8765
C 3.0504 -1.6683 0.5247
F 3.4917 -1.0172 1.5978
H 0.2468 3.9880 -2.1422
H -1.0123 3.3481 -1.0776
H -0.8563 2.7501 -2.7458
H 2.1326 2.6164 -2.7757
H 1.0023 1.4102 -3.4066
H 2.2498 0.9304 -2.2420
H 0.6820 2.9844 0.4603
H 2.1422 3.1976 -0.4981
H 1.9388 1.3524 1.5876
H 3.0874 1.1916 0.2740
H 3.6160 -4.5460 -1.1925
Cl -4.4564 1.0849 2.2276
C -3.3981 2.4020 1.7657
Cl -2.8408 3.3076 3.1272
Cl -4.1431 3.4294 0.5428
C -2.2259 1.7809 1.1007
N -1.3123 1.3003 0.6041
N -2.0754 -5.1993 2.2189
C -2.2558 -4.3486 1.4691
C -2.4517 -3.2740 0.5305
C -3.5444 -3.2405 -0.3297
C -3.6758 -2.1810 -1.2143
C -2.7162 -1.1953 -1.2070
N -1.6539 -1.2232 -0.3736
C -1.5258 -2.2474 0.4831
H -4.2765 -4.0371 -0.3041
H -4.5082 -2.1255 -1.9024
H -2.7884 -0.3532 -1.8904
H -0.6680 -2.2439 1.1425


44
Properties=species:S:1:pos:R:3 method="wB97M-V/def2-TZVPD" total_charge=0 lumo_ev=-0.17 e_homo_ha=-0.2984 homo_lumo_gap_ev=7.95 e_tot_ev=-79413.434 multiplicity=1
C -1.6579 1.2557 -2.3439
C -0.8120 1.2543 -1.0967
N 0.1677 2.0408 -0.8649
N 0.5505 3.0005 -1.7043
C 1.6249 3.7842 -1.4253
N 2.3138 3.5501 -0.3157
C 3.3565 4.2890 -0.0134
C 3.8034 5.3397 -0.8148
C 3.1001 5.6023 -1.9882
C 2.0058 4.8241 -2.3000
Cl 1.1087 5.1201 -3.7503
H 3.4132 6.4046 -2.6374
Cl 5.1715 6.2851 -0.3863
Cl 4.1635 3.8944 1.4399
H 0.0563 3.1982 -2.5753
C -1.1082 0.2867 -0.0357
C -0.1633 0.0694 0.9726
C -0.4024 -0.8533 1.9712
C -1.5892 -1.5610 1.9661
C -2.5533 -1.3400 1.0033
C -2.3139 -0.4188 0.0013
H -3.0764 -0.2433 -0.7409
H -3.4751 -1.8964 1.0543
S -1.8980 -2.8103 3.1970
O -3.2034 -2.6303 3.7604
O -0.7740 -2.9071 4.0850
N -2.0084 -4.1954 2.2365
H -2.6158 -4.8583 2.6951
C -0.7226 -4.7529 1.8480
C -0.1404 -3.9266 0.7491
C -0.6166 -3.6096 -0.4906
C 0.3453 -2.7534 -1.0768
C 1.3330 -2.6165 -0.1523
O 1.0459 -3.3215 0.9527
H 2.2550 -2.0710 -0.1627
H 0.3069 -2.3089 -2.0498
H -1.5359 -3.9456 -0.9232
H -0.8778 -5.7804 1.5089
H -0.0228 -4.7467 2.6938
H 0.3155 -1.0492 2.7519
H 0.7524 0.6374 0.9436
H -2.5600 1.8483 -2.1915
H -1.1145 1.6707 -3.1915
H -1.9486 0.2406 -2.5990


43
Properties=species:S:1:pos:R:3 method="wB97M-V/def2-TZVPD" total_charge=+1 lumo_ev="-4.36 / -4.34" e_homo_ha="-0.3716 / -0.4036" homo_lumo_gap_ev="5.75 / 6.64" e_tot_ev=-53503.663 multiplicity=2
Re 0.1767 0.1351 -0.0787
O -1.2907 3.0383 1.3294
Cl -0.5995 1.9536 1.8843
O -0.4136 2.0376 3.2720
O 0.7467 1.7538 1.1782
O -1.2457 0.6411 1.5104
C -1.6827 -3.6707 -1.2864
C -1.4634 -2.4086 -0.7331
N -0.3305 -1.7422 -0.9189
C 0.6377 -2.3147 -1.6794
C 0.5034 -3.5722 -2.2716
C -0.7018 -4.2573 -2.0520
C 1.5843 -4.0739 -3.0743
C 2.7005 -3.3385 -3.2753
C 2.8430 -2.0327 -2.6918
C 3.9535 -1.1966 -2.8894
C 3.9716 0.0447 -2.2989
C 2.8966 0.4521 -1.5064
N 1.8381 -0.3208 -1.2957
C 1.8119 -1.5431 -1.8878
H -2.6267 -4.1642 -1.1076
H -2.2163 -1.9045 -0.1409
H -0.8512 -5.2350 -2.4921
H 1.4814 -5.0526 -3.5240
H 3.5074 -3.7172 -3.8886
H 4.7765 -1.5308 -3.5077
H 4.8032 0.7201 -2.4383
H 2.8718 1.4267 -1.0360
Te -0.9545 1.4483 -1.8320
C 2.7772 -2.8663 5.0734
C 2.1998 -2.2432 3.8416
C 2.9585 -1.4294 3.0057
C 2.3781 -0.8556 1.8936
N 1.0939 -1.0488 1.5683
C 0.3521 -1.8249 2.3711
C 0.8647 -2.4374 3.4922
H 3.8523 -2.7120 5.1319
H 2.5753 -3.9372 5.0953
H 2.3203 -2.4292 5.9627
H 3.9995 -1.2314 3.2210
H 2.9508 -0.2090 1.2416
H -0.6900 -1.9358 2.1013
H 0.2159 -3.0516 4.1020